[1]
Here is 2 unconnected molecules or ions with the total composition C3H11NOS at a distorted geometry from the Open Molecules 2025 dataset. Energies are from the ωB97M-V functional and the def2-TZVPD basis.

## Properties
LUMO level (spin up / spin down) (eV): 3.26 / 3.16
⟨S²⟩: 0.7505
ΔE to the lowest compared entry with this formula, charge and spin (eV): 1.5969
Net charge: -1
HOMO-LUMO gap (spin up / spin down) (eV): 2.063 / 8.477
HOMO energy (spin up / spin down) (eV): 1.20 / -5.32
2S+1: 2

Element x y z (Å)
C1 -2.82 -0.83 -0.01
O1 2.33 0.12 -0.44
H1 -0.39 0.55 0.74
H2 3.38 -0.19 -2.07
H3 -1.54 1.14 1.77
S1 -2.04 -1.10 1.57
H4 -3.13 -1.84 -0.35
H5 1.44 0.01 -0.84
N1 2.21 1.52 -2.43
C2 -0.85 0.29 1.69
H6 -0.22 0.02 2.53
H7 -3.75 -0.29 -0.18
C3 3.00 0.73 -1.53
H8 3.91 1.27 -1.23
H9 1.75 2.23 -1.86
H10 2.75 1.91 -3.18
H11 -2.10 -0.51 -0.76



[2]
Here is a gas-phase ion, C6H14N4S (charge +2) at a distorted geometry from the Open Molecules 2025 dataset. Energies are from the ωB97M-V functional and the def2-TZVPD basis.

## Properties
LUMO level (eV): -8.72
ΔE to the lowest compared entry with this formula, charge and spin (eV): 1.1637
Net charge: +2
HOMO-LUMO gap (eV): 8.142
HOMO energy (eV): -16.86

Element x y z (Å)
H1 1.65 -1.90 -1.65
C1 1.26 -1.27 -0.82
S1 0.18 1.87 0.95
C2 -0.22 -0.39 3.88
C3 0.80 1.30 -0.43
H2 0.10 -1.21 1.98
H3 2.34 1.62 -1.90
H4 0.17 -1.25 4.44
N1 -1.53 0.80 -2.01
H5 -1.30 1.71 -1.78
H6 -0.35 -2.20 -2.38
H7 -1.43 1.24 2.53
H8 -1.65 0.18 1.00
H9 -2.40 0.74 -2.63
H10 2.17 -1.11 -0.23
C4 -0.25 -0.36 2.57
N2 0.41 -0.08 -1.05
H11 -1.86 -1.52 -2.88
H12 -0.53 0.50 4.42
N3 -0.97 -1.40 -2.43
N4 1.95 1.80 -0.93
H13 2.28 2.59 -0.43
C5 -0.93 0.66 1.80
C6 -0.68 -0.27 -1.80
H14 0.81 -2.05 -0.23



[3]
Here is a molecular structure, C30H30As2Cl2FNNiO2 at a distorted geometry from the Open Molecules 2025 dataset. Energies are from the ωB97M-V functional and the def2-TZVPD basis.

## Properties
LUMO level (spin up / spin down) (eV): -1.45 / -1.45
HOMO-LUMO gap (spin up / spin down) (eV): 6.070 / 6.184
HOMO energy (spin up / spin down) (eV): -7.52 / -7.64

Element x y z (Å)
C1 -3.06 -0.37 -0.56
H1 -4.66 -0.90 1.98
H2 2.30 -0.02 -1.96
H3 -1.11 3.77 -2.12
C2 -2.68 3.47 0.83
C3 0.09 -5.39 -6.66
H4 2.39 -1.61 -2.75
O1 -0.17 -0.62 -0.95
C4 -3.07 1.73 -1.79
H5 -2.83 2.78 -1.86
C5 -2.60 0.96 -0.71
H6 -1.74 -6.47 -6.99
H7 -1.26 -1.15 -6.02
C6 0.67 -4.32 -6.02
C7 1.21 1.77 0.21
H8 -4.13 -2.50 2.52
H9 -0.73 2.69 -4.23
C8 -3.99 -0.85 -1.46
C9 1.57 4.54 -0.15
C10 2.47 2.31 0.19
C11 -4.21 -1.84 1.65
H10 0.59 4.07 -2.51
H11 -0.44 5.40 -1.95
H12 -1.23 -3.21 -0.50
As1 -1.60 1.82 0.82
H13 -4.37 1.83 -3.50
C12 -4.46 -0.08 -2.52
C13 -2.20 -3.20 0.00
C14 0.49 1.10 -3.43
C15 -1.27 -5.64 -6.48
H14 -2.21 -3.98 0.77
C16 -0.23 4.33 -1.83
H15 -3.00 -3.40 -0.71
C17 -4.00 1.21 -2.69
H16 -0.49 4.58 0.27
C18 0.04 2.53 -0.06
H17 -2.68 4.01 -0.12
H18 1.73 5.62 -0.19
Ni1 -0.71 1.19 -1.61
C19 -0.51 1.63 -4.24
H19 0.69 -6.03 -7.29
Cl1 2.37 -4.03 -6.26
C20 -0.78 -0.52 -5.27
C21 -1.16 0.80 -5.15
C22 1.71 -0.82 -2.43
H20 -4.85 -2.31 0.91
H21 1.10 0.72 0.47
C23 0.20 -1.07 -4.44
C24 -1.40 -3.77 -4.98
H22 1.58 -2.58 -4.35
H23 -3.70 3.20 1.08
H24 -2.30 4.12 1.61
N1 0.61 -2.40 -4.55
C25 -0.05 -3.45 -5.18
F1 3.85 4.22 0.16
H25 1.14 1.76 -2.87
H26 -3.05 -5.02 -5.46
C26 -2.00 -4.82 -5.64
O2 1.00 -2.52 -0.89
H27 -1.93 1.20 -5.80
Cl2 -2.33 -2.88 -3.82
C27 0.18 4.01 -0.37
C28 2.60 3.72 0.04
C29 0.84 -0.25 -3.51
H28 3.34 1.70 0.39
H29 -4.37 -1.86 -1.35
C30 0.78 -1.40 -1.32
As2 -2.39 -1.49 0.93
H30 -5.19 -0.48 -3.21



[4]
Here is a molecular structure, C34H30N3O6PS2W from the Open Molecules 2025 dataset. Energies are from the ωB97M-V functional and the def2-TZVPD basis.

## Properties
LUMO level (spin up / spin down) (eV): -5.86 / -6.57
⟨S²⟩: 2.0135
ΔE to the lowest compared entry with this formula, charge and spin (eV): 0.0000
Net charge: +2
HOMO-LUMO gap (spin up / spin down) (eV): 8.211 / 7.685
HOMO energy (spin up / spin down) (eV): -14.07 / -14.25
2S+1: 3

Element x y z (Å)
H1 1.68 -5.61 2.65
O1 -2.31 -0.04 1.69
O2 1.56 -0.46 0.65
O3 -1.84 1.75 0.84
H2 1.27 4.36 -2.11
O4 2.46 -1.08 2.89
C1 -1.38 -5.63 0.28
H3 -0.61 3.61 1.69
C2 -0.60 6.42 -0.19
H4 -1.09 -1.00 -4.41
H5 4.04 0.75 3.64
H6 -1.28 -7.76 0.42
H7 3.50 0.72 -5.02
H8 0.15 2.28 -2.86
H9 0.73 -3.46 1.85
N1 -2.66 1.16 1.62
H10 0.39 -2.64 -2.51
W1 -0.48 0.17 0.62
H11 -2.82 1.34 -1.39
H12 -4.07 -2.18 -0.79
C3 3.72 0.82 -2.89
C4 -4.32 -2.99 2.99
C5 3.14 1.19 -1.68
H13 -6.37 -2.41 2.82
C6 0.66 4.68 -1.28
C7 2.76 1.38 2.04
H14 -2.24 -3.53 2.86
C8 0.63 -1.59 -2.33
C9 1.85 1.72 -1.67
C10 3.81 1.53 2.93
C11 -0.40 4.27 0.85
C12 3.18 3.52 1.08
H15 4.73 0.42 -2.89
H16 -3.04 0.61 -4.03
N2 -1.30 -0.57 -3.52
H17 4.82 4.60 1.93
H18 -2.24 -5.63 -0.39
C13 -0.80 -4.44 0.70
C14 -5.36 -2.24 0.94
S1 1.82 -0.09 2.11
H19 -4.40 -3.22 4.04
H20 2.94 4.31 0.37
H21 -1.46 5.92 1.71
S2 -1.53 -2.94 0.09
C15 1.15 1.87 -2.86
O5 0.43 0.29 2.54
C16 0.82 -5.61 1.99
C17 1.74 1.52 -4.06
C18 2.42 2.36 1.10
C19 -2.22 0.67 -1.97
H22 -0.97 7.44 -0.18
N3 -1.13 -0.01 -1.42
H23 3.69 1.06 -0.76
C20 -3.11 -3.16 2.33
H24 -6.23 -1.90 0.40
H25 5.37 2.84 3.58
C21 3.03 0.99 -4.08
P1 1.06 2.16 -0.10
C22 -5.43 -2.53 2.29
H26 1.21 1.67 -4.99
C23 -3.05 -2.85 0.98
C24 -4.15 -2.40 0.27
H27 1.35 -1.27 -3.09
C25 -0.85 -6.82 0.73
C26 4.24 3.69 1.97
C27 -0.87 5.57 0.87
C28 0.30 -4.40 1.55
H28 0.39 6.65 -2.08
O6 -0.60 -1.86 0.74
H29 1.11 -1.51 -1.36
C29 -2.33 0.31 -3.27
C30 0.36 3.82 -0.23
C31 -0.58 -0.74 -2.40
H30 0.67 -7.74 1.94
C32 0.25 -6.81 1.59
C33 4.55 2.70 2.89
C34 0.17 5.98 -1.26



[5]
Here is a molecular structure, C23H37As3CdN12O3S3 from the Open Molecules 2025 dataset. Energies are from the ωB97M-V functional and the def2-TZVPD basis.

## Properties
LUMO level (eV): 4.04
ΔE to the lowest compared entry with this formula, charge and spin (eV): 6.0276
Net charge: -2
HOMO-LUMO gap (eV): 4.232
HOMO energy (eV): -0.19

Element x y z (Å)
H1 -2.86 4.96 -4.52
N1 -3.30 2.23 -1.46
O1 -1.50 -2.39 1.51
H2 -1.69 3.33 -5.80
C1 0.65 -1.84 -5.53
C2 2.08 4.51 0.69
H3 -0.02 -2.61 -0.21
H4 -0.86 -1.12 3.57
C3 -2.64 3.03 -5.36
As1 0.17 -3.40 5.58
H5 1.26 -3.80 0.10
N2 -0.81 -0.36 -3.69
H6 -2.86 1.74 2.63
N3 -1.25 5.29 1.30
N4 -2.52 4.08 -0.33
H7 -2.04 2.27 4.12
C4 1.36 -2.15 2.46
N5 0.66 4.76 0.63
H8 3.44 -0.79 3.60
C5 2.50 -0.23 3.63
C6 -2.50 1.09 -3.39
H9 -1.56 -4.72 4.34
H10 2.43 0.39 2.74
N6 -4.56 2.34 -3.43
C7 1.35 -2.69 -6.38
N7 -3.55 1.70 -2.76
H11 4.20 -2.99 -4.57
O2 3.15 -1.36 -2.91
C8 -1.32 -2.27 6.21
H12 2.50 -0.76 -2.45
S1 -2.54 1.21 -5.17
C9 2.62 -3.12 -6.03
As2 -0.40 1.08 2.52
H13 1.33 -2.78 -1.37
H14 0.35 -2.49 2.23
N8 -1.58 0.38 -2.80
H15 -0.07 -4.72 3.40
O3 1.08 -0.04 -2.37
H16 2.62 5.19 0.04
H17 -2.03 -2.90 6.75
N9 -0.95 0.14 1.02
H18 4.24 -2.38 -0.20
H19 2.43 -2.58 4.91
H20 -0.13 -0.03 4.77
H21 -4.94 4.21 -3.94
N10 0.01 5.43 1.55
C10 -1.32 4.48 0.22
H22 2.26 3.49 0.38
C11 1.31 -1.20 3.68
C12 2.52 -1.80 -4.02
S2 -2.17 -1.02 1.19
H23 3.17 -3.81 -6.67
C13 1.05 -2.81 -0.31
C14 3.21 -2.67 -4.86
C15 -0.74 -4.09 3.98
As3 2.01 -1.45 0.72
H24 -1.16 -3.32 3.33
H25 -0.95 -1.51 6.90
C16 -0.02 -0.44 3.76
H26 -2.52 0.56 3.89
H27 4.41 -1.99 1.52
H28 -1.83 -1.79 5.38
H29 0.90 -3.02 -7.31
C17 1.47 -2.04 4.96
H30 -3.22 3.85 0.36
S3 -1.58 3.89 -2.88
H31 -3.44 3.20 -6.09
C18 -2.92 3.93 -4.16
H32 -0.35 -1.51 -5.76
C19 3.75 -2.43 0.77
H33 1.97 -3.02 2.70
H34 2.41 4.65 1.72
N11 -0.13 4.12 -0.22
N12 -4.18 3.74 -3.48
H35 1.56 -1.36 5.83
H36 3.57 -3.47 1.03
C20 1.22 -1.40 -4.34
H37 2.50 0.44 4.50
C21 -2.57 3.26 -1.47
C22 -2.14 1.45 3.40
Cd1 -0.45 0.80 -0.89
C23 0.43 -0.54 -3.39



[6]
Here is C2H3NO2S in the gas phase at a distorted geometry from the Open Molecules 2025 dataset. Energies are from the ωB97M-V functional and the def2-TZVPD basis.

## Properties
LUMO level (eV): 0.38
ΔE to the lowest compared entry with this formula, charge and spin (eV): 1.2917
HOMO-LUMO gap (eV): 10.391
HOMO energy (eV): -10.01

Element x y z (Å)
N1 0.57 -0.76 -0.03
C1 1.60 0.24 -0.11
O1 1.65 1.16 -0.89
H1 -1.42 0.44 1.07
O2 -2.82 0.86 -0.40
S1 -0.81 -0.73 -0.91
H2 2.30 0.08 0.71
H3 0.79 -1.59 0.51
C2 -1.86 0.30 0.06



[7]
Here is CH2IOP in the gas phase at a distorted geometry from the Open Molecules 2025 dataset. Energies are from the ωB97M-V functional and the def2-TZVPD basis.

## Properties
LUMO level (eV): -0.60
ΔE to the lowest compared entry with this formula, charge and spin (eV): 1.4108
HOMO-LUMO gap (eV): 8.776
HOMO energy (eV): -9.37

Element x y z (Å)
C1 -0.22 -0.26 0.16
I1 0.15 -2.18 1.24
O1 -2.61 -1.33 -1.25
H1 0.25 -0.20 -0.78
H2 0.07 0.54 0.99
P1 -1.99 -0.96 0.30



[8]
Here is a molecular structure, C34H54CaN4P2Si2 at a distorted geometry from the Open Molecules 2025 dataset. Energies are from the ωB97M-V functional and the def2-TZVPD basis.

## Properties
LUMO level (eV): -1.24
HOMO-LUMO gap (eV): 5.568
HOMO energy (eV): -6.81

Element x y z (Å)
H1 1.28 1.86 -0.83
H2 -3.95 2.76 -2.50
H3 3.72 -2.95 -6.97
C1 1.26 -4.06 -8.81
H4 -1.62 0.08 4.44
C2 -4.44 0.66 -2.86
H5 -0.59 0.37 -8.09
C3 -2.45 -1.51 -2.35
H6 -1.70 2.78 -3.12
C4 -1.79 4.25 -7.95
H7 -3.91 -2.36 -6.73
C5 2.24 -3.74 2.75
H8 1.06 -1.13 -9.38
C6 -4.56 -0.30 -1.65
C7 -1.31 -2.06 -8.77
C8 -0.71 3.66 -6.02
H9 2.18 -5.66 -9.99
C9 3.47 -4.54 -8.53
Ca1 1.79 -0.77 -1.04
P1 0.99 -1.85 -6.99
P2 1.01 1.68 -6.85
H10 -2.70 -1.59 1.62
C10 -1.79 -1.08 1.27
Si1 -0.45 -1.11 2.57
H11 -3.42 -1.82 -9.37
C11 -2.69 -2.03 -8.59
H12 4.01 -1.88 4.50
H13 -4.73 0.28 -0.73
C12 -1.17 0.64 -2.91
H14 -1.71 -2.66 4.03
H15 -5.47 -0.92 -1.75
C13 -3.47 1.80 -2.73
C14 2.20 1.38 -0.47
H16 -0.29 3.57 -5.02
H17 0.10 0.53 4.42
H18 -0.77 0.50 -1.87
H19 -0.93 2.54 -9.09
C15 -1.58 4.59 -6.57
Si2 2.59 -1.91 2.48
H20 3.42 4.10 -10.58
C16 -1.78 -0.69 -3.43
H21 5.01 4.30 -8.38
H22 2.35 -1.55 5.01
H23 -2.03 5.42 -6.06
H24 0.22 -4.00 -9.11
H25 3.08 1.70 -1.05
H26 -2.38 -0.48 -4.34
C17 4.06 -1.65 1.30
H27 0.01 -2.83 4.39
C18 -2.94 -2.32 -7.21
C19 -1.03 3.11 -8.18
H28 3.92 -0.79 0.60
H29 3.61 3.08 -6.36
H30 2.37 1.63 0.58
C20 3.13 -3.51 -7.67
H31 -0.31 0.96 -3.54
H32 -0.94 -1.26 -3.87
C21 1.99 3.16 -9.19
H33 4.32 -2.57 0.76
C22 -0.71 -2.70 3.58
C23 1.29 -0.66 -8.41
C24 2.28 -4.89 -9.25
N1 2.09 2.79 -7.86
C25 3.33 3.24 -7.39
H34 3.31 -0.27 4.27
H35 2.37 -0.43 -8.43
C26 -2.14 1.80 -2.94
H36 3.20 -4.27 2.72
N2 -0.68 -2.29 -7.53
C27 4.02 3.85 -8.43
H37 1.47 0.13 1.91
C28 1.21 -0.94 1.71
N3 1.76 -3.23 -7.80
H38 -1.46 -2.85 -5.59
N4 -0.37 2.73 -7.01
C29 -0.77 0.32 3.78
H39 -0.75 -1.95 -9.69
H40 -1.48 -1.58 0.35
C30 3.18 3.78 -9.59
H41 -4.25 0.04 -3.75
H42 4.44 -4.99 -8.64
H43 -2.01 -2.51 -2.29
C31 0.47 0.62 -8.26
H44 -2.09 -0.05 1.00
H45 -2.39 4.76 -8.69
H46 -1.03 1.24 3.24
H47 1.78 -3.96 3.73
C32 3.09 -1.34 4.22
H48 -5.44 1.11 -2.99
H49 -3.50 -1.91 -0.60
C33 -1.70 -2.52 -6.60
H50 1.58 -4.16 1.98
H51 -0.67 -3.59 2.94
H52 4.96 -1.39 1.91
H53 0.51 1.16 -9.22
C34 -3.42 -1.25 -1.47
H54 1.10 2.98 -9.77